Entry from the OMol25 dataset: one molecule with the formula C6H9NO3 (wB97M-V/def2-TZVPD).

Values from the calculation:
energy above the lowest of the compared OMol25 structures with the same formula, charge and spin: 61.6 kcal/mol
HOMO: -8.4 eV
calculated total energy: -514.414639 Ha
orbital gap: 9.2 eV
2S+1: 1
structure (SMILES): O=CNCCC=C=C(O)O
LUMO level: 0.02915 hartree

Each line ends with the Mulliken charge.
Geometry (Å):
O1 -0.552570 2.891355 0.685579  -0.584
C1 0.095684 2.008177 1.220589  0.131
N1 0.747729 1.048764 0.458981  0.000
C2 1.387969 -0.089074 0.856525  -0.640
C3 0.756265 -1.286724 -0.014533  -0.743
C4 -0.755399 -1.357505 0.051101  -0.359
C5 -1.465702 -0.666782 -0.788262  0.096
C6 -2.159026 0.067789 -1.637748  0.281
O2 -2.785596 -0.382217 -2.777742  -0.512
O3 -2.429253 1.450706 -1.656264  -0.519
H1 0.276354 1.798868 2.286941  0.273
H2 0.916049 1.209850 -0.543900  0.263
H3 1.101152 -0.220546 1.983499  0.231
H4 2.489387 -0.190685 0.824788  0.273
H5 1.176880 -2.257066 0.153598  0.441
H6 1.055192 -0.981068 -1.021001  0.352
H7 -1.304881 -2.025022 0.711436  0.379
H8 -3.004235 0.377347 -3.301054  0.353
H9 -2.234241 1.918141 -0.890097  0.284

Forces on atoms 1 to 2 (eV/Å):
0.3 -0.3 1.1
0.6 -1.0 -2.1

***

Entry from the OMol25 dataset: a 3-piece molecular cluster, C23H35F2IN3O3P2 overall (wB97M-V/def2-TZVPD).

Values from the calculation:
charge: +1
HOMO: -11.1 eV
calculated total energy: -2467.400053 Ha
orbital gap: 8.4 eV
2S+1: 1
LUMO level: -0.09950 hartree

Each line ends with the Mulliken charge.
Geometry (Å):
C1 -5.847414 -1.346427 1.700122  -1.262
C2 -4.658270 -1.825786 0.858799  -0.189
C3 -3.325356 -1.641129 1.585939  -0.521
C4 -2.128648 -2.281622 0.856722  -1.421
C5 -1.173568 -1.325061 0.158426  0.268
C6 -0.720799 -0.108712 0.945701  -1.097
C7 0.284239 0.613481 0.060484  -0.219
P1 1.278550 1.886578 0.963747  -0.385
P2 0.656879 3.829155 0.180756  1.086
O1 1.014733 4.015195 -1.224058  -0.587
O2 -0.916206 3.968325 0.457239  -0.515
O3 1.298462 4.890915 1.178262  -0.500
N1 -0.492392 1.176467 -1.078225  -0.101
C8 -1.524078 0.410867 -1.547244  0.220
N2 -2.335044 0.945198 -2.436415  -0.035
C9 -2.243198 2.328866 -2.911506  -0.635
I1 -3.090436 2.338998 -4.887207  0.164
C10 -2.928268 3.360754 -1.990743  -0.116
C11 -3.720129 2.761834 -0.839931  -1.164
N3 -1.718429 -0.881422 -1.167858  -0.302
H1 -5.565901 -1.339025 2.751019  0.334
H2 -6.180824 -0.353695 1.417260  0.314
H3 -6.687257 -2.029888 1.621024  0.360
H4 -4.632602 -1.292208 -0.095778  0.086
H5 -4.779644 -2.882864 0.630103  0.311
H6 -3.417860 -2.112087 2.562639  0.398
H7 -3.184949 -0.579417 1.784877  0.338
H8 -2.534481 -2.945485 0.091949  0.636
H9 -1.540524 -2.884716 1.540831  0.390
H10 -0.260482 -1.883619 -0.042947  0.295
H11 -1.566400 0.553510 1.145593  0.164
H12 -0.271959 -0.384236 1.894114  0.536
H13 0.986476 -0.125996 -0.324950  0.583
H14 2.539047 1.786852 0.353209  0.101
H15 -1.209405 3.254582 1.031025  0.319
H16 1.855673 4.462679 1.838744  0.344
H17 0.114942 1.471901 -1.837418  0.370
H18 -3.068528 0.387185 -2.843834  0.334
H19 -1.201038 2.575518 -3.064558  0.246
H20 -3.597211 3.975705 -2.583673  0.551
H21 -2.149481 4.027344 -1.626779  0.146
H22 -3.054176 2.367205 -0.070499  0.042
H23 -4.333100 3.522848 -0.370331  0.426
H24 -4.356713 1.940577 -1.160068  0.364
H25 -2.719605 -1.060940 -1.182206  0.317
F1 1.660954 -2.593974 1.337979  -0.176
C12 1.923901 -3.804001 1.908380  0.502
C13 2.550067 -4.770442 1.152053  -0.538
C14 2.813534 -5.998980 1.739865  -0.382
C15 2.446072 -6.238430 3.056706  -0.588
C16 1.814969 -5.246163 3.793040  -0.419
C17 1.550420 -4.011130 3.218634  -0.332
H26 2.825576 -4.562530 0.126803  0.405
H27 3.309467 -6.769751 1.166612  0.373
H28 2.653819 -7.197942 3.509110  0.387
H29 1.528180 -5.430907 4.818952  0.368
H30 1.068385 -3.219408 3.777320  0.415
F2 7.597012 0.468566 -2.414899  -0.314
C18 6.586833 1.330252 -2.203117  0.330
C19 6.632188 2.153343 -1.095710  -0.399
C20 5.587558 3.042008 -0.884954  -0.387
C21 4.518971 3.091622 -1.770902  -0.623
C22 4.496988 2.251035 -2.875888  -0.429
C23 5.538436 1.362679 -3.101438  -0.447
H31 7.473444 2.095802 -0.418500  0.429
H32 5.611879 3.700435 -0.026613  0.384
H33 3.702658 3.784268 -1.607262  0.597
H34 3.666235 2.289903 -3.568025  0.418
H35 5.547829 0.705540 -3.960501  0.434

Forces on atoms 1 to 2 (eV/Å):
0.2 -0.2 0.0
0.0 0.1 0.2

***

Entry from the OMol25 dataset: C47H43Co2N3O5P as an isolated structure (wB97M-V/def2-TZVPD).

Values from the calculation:
charge: +1
HOMO: -7.8 eV
calculated total energy: -5463.684423 Ha
orbital gap: 2.3 eV
2S+1: 1
LUMO level: -0.20449 hartree

Each line ends with the Mulliken charge.
Geometry (Å):
C1 3.540590 3.801331 0.236905  -1.546
C2 2.129567 4.001000 0.764819  0.760
C3 1.861327 5.476159 0.987495  -1.288
N1 1.999212 3.337722 2.071794  0.935
N2 2.597916 3.941874 3.088242  -1.019
N3 2.611445 3.038026 4.090176  0.642
C4 2.801562 3.612504 5.443453  0.408
C5 1.557201 4.393393 5.829928  -1.435
C6 4.030622 4.489731 5.373344  -1.211
C7 1.994185 1.878608 3.715834  -0.319
C8 2.027318 0.719556 4.579789  0.646
C9 3.221003 0.491605 5.313080  -0.442
C10 3.302895 -0.535322 6.247105  -0.710
C11 2.187484 -1.358202 6.469033  -0.432
C12 1.030452 -1.196360 5.695786  -0.690
C13 0.952824 -0.187299 4.735300  -0.498
C14 1.552013 2.058838 2.392168  0.957
C15 0.789997 1.233452 1.571934  -1.261
H1 3.688119 4.395891 -0.671553  0.436
H2 4.260696 4.140227 0.994037  0.354
H3 3.727765 2.746030 0.011663  0.329
H4 1.386785 3.534680 0.118456  0.055
H5 2.094235 6.043396 0.079342  0.441
H6 0.812412 5.655643 1.243060  0.287
H7 2.491213 5.838877 1.808351  0.283
H8 2.962067 2.772308 6.118660  0.186
H9 1.703696 4.875801 6.801922  0.451
H10 1.361290 5.171628 5.079620  0.306
H11 0.692656 3.724011 5.903802  0.334
H12 4.109608 5.099234 6.280162  0.424
H13 4.933780 3.875797 5.301378  0.312
H14 3.967369 5.145595 4.498667  0.266
H15 4.080438 1.143172 5.126774  0.517
H16 4.232537 -0.691516 6.796470  0.394
H17 2.239536 -2.141909 7.226914  0.385
H18 0.180069 -1.865712 5.839958  0.411
H19 0.065784 -0.050670 4.118168  0.457
H20 0.293476 0.393657 2.047752  -0.740
H21 0.916466 1.340947 0.498731  1.027
O1 -1.367700 -1.847530 2.528683  -0.427
C16 -1.963577 -2.652606 1.939928  0.267
Co1 -2.925994 -3.789834 1.019850  -0.131
C17 -2.466906 -5.371524 1.625119  0.285
O2 -2.204265 -6.398606 2.090037  -0.259
C18 -4.530052 -3.608315 1.685480  0.256
O3 -5.598112 -3.476055 2.114057  -0.299
C19 -3.042432 -2.875868 -0.792099  -1.844
C20 -2.698412 -1.498164 -0.802982  -0.210
C21 -3.459459 -0.377504 -0.683738  0.532
C22 -3.116404 0.967944 -0.344938  0.923
C23 -4.153300 1.929561 -0.194902  -0.922
C24 -3.864716 3.223976 0.204340  -0.590
C25 -2.531753 3.603255 0.425566  -0.808
C26 -1.502620 2.676936 0.214497  -0.576
C27 -1.777950 1.361013 -0.147758  0.415
Co2 -1.287852 -2.607459 -1.029835  1.774
C28 0.126554 -1.873027 -0.321782  0.030
O4 1.142692 -1.530666 0.136491  -0.349
C29 -0.699686 -4.255172 -0.817101  0.191
O5 -0.249868 -5.320161 -0.709048  -0.373
P1 -0.889507 -2.409625 -3.151633  2.161
C30 0.485960 -1.245114 -3.482159  -0.028
C31 0.318196 -0.043535 -4.184782  -0.573
C32 1.345511 0.902056 -4.202192  -0.760
C33 2.556484 0.635856 -3.561620  -0.581
C34 2.760323 -0.598409 -2.936832  -0.820
C35 1.736974 -1.546149 -2.920750  -0.326
C36 -0.357039 -3.940108 -4.013331  -0.343
C37 0.750109 -3.972141 -4.874627  -0.479
C38 1.135976 -5.175145 -5.471638  -0.761
C39 0.391142 -6.336987 -5.256725  -0.577
C40 -0.752116 -6.296703 -4.450469  -0.815
C41 -1.114638 -5.106606 -3.813692  -0.082
C42 -2.273230 -1.808386 -4.205800  0.431
C43 -2.832048 -2.581066 -5.236935  -0.851
C44 -3.911106 -2.090137 -5.975078  -0.694
C45 -4.440704 -0.825560 -5.695872  -0.679
C46 -3.895468 -0.054545 -4.664282  -0.965
C47 -2.821322 -0.546487 -3.922515  -0.532
H22 -3.775517 -3.295085 -1.498797  0.747
H23 -4.528618 -0.525370 -0.892577  0.303
H24 -5.180326 1.610417 -0.386758  0.418
H25 -4.669009 3.945096 0.346176  0.390
H26 -2.289319 4.612179 0.756945  0.434
H27 -0.464105 2.962539 0.371259  1.048
H28 -0.995158 0.603271 -0.243437  -0.432
H29 -0.604413 0.149396 -4.727131  0.531
H30 1.189562 1.849846 -4.718631  0.436
H31 3.349421 1.384364 -3.556212  0.446
H32 3.711361 -0.827540 -2.456808  0.409
H33 1.920906 -2.531609 -2.489508  0.532
H34 1.310509 -3.060981 -5.078777  0.461
H35 2.022434 -5.194901 -6.107401  0.425
H36 0.698379 -7.276403 -5.718690  0.394
H37 -1.361172 -7.189696 -4.308206  0.433
H38 -2.003796 -5.081107 -3.178971  0.433
H39 -2.418696 -3.562255 -5.466162  0.358
H40 -4.338127 -2.699822 -6.772297  0.426
H41 -5.279401 -0.442494 -6.279871  0.398
H42 -4.300577 0.931719 -4.431430  0.455
H43 -2.403632 0.053332 -3.110164  0.935

Forces on atoms 1 to 2 (eV/Å):
0.2 -0.2 -0.1
0.1 0.1 0.5